# 1
ORCA calculation (ωB97M-V with the def2-TZVPD basis set) on C28H54LuOP2 as an isolated structure in a non-equilibrium geometry.

Geometry as ORCA input:
```
! RIJCOSX wB97M-V def2-TZVPD def2/J DEFGRID3
* xyz 1 1
Lu -0.5096 -0.6034 -0.9542
P 2.4249 3.2679 0.2299
P 1.1183 -3.5961 -0.2917
O 0.0935 -0.6303 0.9596
C -3.2800 -1.5864 2.0016
C 0.4506 1.2472 -1.7766
C -2.8049 0.7954 -0.8366
C 0.6797 -0.5262 2.2530
C 0.0340 1.6102 -3.1821
C 2.3149 -0.2609 -2.6491
C 1.6445 -4.3683 1.2841
C 4.0440 2.3826 0.1825
C -3.0591 -0.5311 -0.3232
C -3.2541 1.3092 -2.1496
C -2.9703 -0.4627 1.0938
C 2.6071 -3.8479 -1.3324
C -0.9281 -0.8334 -3.2909
C -2.2120 3.0809 0.2498
C 1.5337 -1.2547 -3.5460
C 0.0689 -1.5942 3.1597
C 1.5092 0.3629 -1.5301
C -2.6673 0.8709 1.4538
C 0.4319 0.8639 2.8310
C 2.7693 4.6317 -0.9521
C -0.7335 0.5104 -3.9827
C 2.5865 4.1393 1.8436
C -3.5106 -1.7194 -1.0947
C -2.7421 1.4186 2.8256
C -2.4739 1.6254 0.2806
C 2.1802 -0.7451 2.1032
C 0.0557 -4.9622 -0.9009
C 0.1545 -1.6554 -3.0291
H -3.3800 -1.2443 3.0388
H 3.0613 -4.8223 -1.1064
H 2.6152 -1.0329 3.0713
H 3.5479 5.3138 -0.5822
H -1.9517 -1.2247 -3.3060
H 0.0297 -2.7300 -2.8669
H 0.9193 1.8953 -3.7725
H 2.3889 -1.5287 1.3655
H -3.7211 1.8896 2.9894
H -2.6284 2.1371 -2.5034
H 1.4407 -0.8165 -4.5545
H 0.6736 -5.7812 -1.2937
H -0.5361 0.8906 3.3299
H -4.2414 -1.4481 -1.8743
H 2.3478 -5.1861 1.0769
H -0.2119 0.3680 -4.9466
H 2.3317 -3.8041 -2.3919
H -0.5660 -5.3157 -0.0676
H -3.9958 -2.4366 -0.4222
H 3.3288 -3.0424 -1.1385
H 3.1761 -0.7805 -2.1967
H -2.6358 0.6196 3.5679
H 1.5702 4.3907 2.1820
H -3.2373 0.5422 -2.9300
H -1.4756 3.3551 1.0195
H -1.8109 3.4220 -0.7130
H 3.1824 5.0591 1.7502
H 3.9133 1.3822 0.6160
H 4.3700 2.2564 -0.8582
H 0.2191 1.9909 -0.9958
H 0.7529 -4.7586 1.7928
H -1.7205 0.9169 -4.2553
H -0.6051 -4.5829 -1.6908
H -2.4959 -2.3554 1.9577
H 3.0328 3.4719 2.5961
H 0.2291 -2.5977 2.7416
H -2.6905 -2.2947 -1.5753
H -4.2295 -2.0644 1.7171
H 2.0530 0.4733 -0.5788
H -0.5832 2.5242 -3.1394
H 2.1627 -2.1512 -3.6617
H 2.1240 -3.6359 1.9425
H 3.0703 4.2047 -1.9192
H 1.1852 1.0962 3.6019
H -4.2929 1.6845 -2.1077
H 4.8140 2.9171 0.7539
H 1.8328 5.1864 -1.1061
H 0.4465 1.6392 2.0499
H 2.7688 0.5171 -3.2914
H -3.1284 3.6592 0.4527
H 0.5378 -1.5522 4.1577
H 2.6569 0.1869 1.7858
H -1.0092 -1.4184 3.2790
H -1.9849 2.1892 3.0059
*
```

- LUMO (alpha / beta) (eV) = -4.46 / -4.47
- HOMO energy (alpha / beta) (eV) = -9.421 / -9.419
- largest force on an atom (hartree/bohr) = 0.1789
- energy above the lowest of the compared OMol25 structures with the same formula, charge and spin (kJ/mol) = 47.5
- Kohn-Sham gap (alpha / beta) (eV) = 5.0 / 5.0

---

# 2
ORCA calculation (ωB97M-V with the def2-TZVPD basis set) on C61H74BNO4P4V as an isolated structure.

Geometry as ORCA input:
```
! RIJCOSX wB97M-V def2-TZVPD def2/J DEFGRID3
* xyz 0 2
V -0.1209 -0.2660 -0.0901
P -1.3936 2.4005 -2.0104
P -0.2821 -1.4028 2.1187
P -2.0688 2.3737 0.8733
P 1.6430 -0.9916 -1.7149
O -2.4673 -1.5956 -1.8449
O -0.7348 1.1154 -1.6349
O -1.4950 -3.2297 -0.5589
O -1.0095 1.3293 0.9488
N 1.6548 0.1399 0.9618
C 1.9384 3.8781 -3.7332
C 0.0931 4.7958 -4.9784
C 0.9300 -3.5473 -2.6562
C -1.9255 4.7147 4.7951
C -0.9386 4.8885 3.8351
C 5.5507 0.0132 -0.7078
C 0.4861 -0.0404 3.0531
C -4.4619 0.8592 -4.1389
C -1.8992 -1.8466 2.9251
C 1.9807 1.8241 2.7612
C -2.9945 2.2191 -2.8090
C -1.6207 3.4501 -0.5276
C -5.8488 -4.7329 -3.8396
C -5.1351 3.0791 -3.5003
C 0.1742 0.4223 4.3222
C 3.1375 -0.3369 -0.8957
C -2.7901 -0.6200 3.1445
C -4.6635 -4.3543 -2.9482
C 2.2501 -2.6548 2.2345
C 1.4273 0.6434 2.2515
C 0.3324 -0.4936 -4.1512
C -6.9782 -5.3178 -2.9790
C 1.6389 2.2758 4.0270
C -3.7286 1.8230 0.4952
C -2.5017 -3.7665 -1.2900
C -4.0482 -5.3358 -2.1699
C 6.9207 -0.0079 -1.3292
C 5.3578 0.3143 0.6369
C 0.3992 2.0772 6.2172
C -4.1700 -3.0444 -2.8919
C 0.7439 1.5834 4.8391
C 1.8646 -2.8435 -1.6685
C -1.0234 4.2133 2.6291
C -2.9903 3.8585 4.5534
C -2.1033 3.3718 2.3688
C -0.3218 3.3183 -3.1271
C 0.7732 -2.8651 2.5550
C -6.1930 0.9814 -0.4441
C -4.8066 2.7127 0.4848
C -3.9369 3.2459 -2.8266
C 1.7210 -0.4610 -3.5041
C 2.7033 -1.1759 -4.4399
C 1.0517 3.2028 -2.9122
C -2.9675 -5.0640 -1.3315
C -3.0786 3.1843 3.3459
C -6.0380 2.2851 0.0222
C -0.7996 4.1174 -4.1616
C 1.4588 4.6762 -4.7636
C -5.3946 1.8846 -4.1609
C 4.4206 -0.3367 -1.4336
C 3.2813 -3.4007 -1.7720
C -3.0956 -2.7798 -2.0656
C -5.4051 -5.7802 -4.8703
C -3.8863 0.5239 0.0365
C -3.2625 1.0183 -3.4602
C 4.1003 0.3405 1.2085
C -1.8324 -2.6791 4.2066
C -5.1229 0.1027 -0.4377
C 2.9314 0.0955 0.4522
C 0.2612 -4.1395 1.8825
C -6.4137 -3.5310 -4.5997
B -1.4031 -1.8174 -0.8606
H 7.2494 -1.0263 -1.5562
H 1.4213 2.5692 -2.1122
H 3.7262 -1.2149 -4.0764
H 0.0469 -1.5170 -4.4014
H 2.6746 -1.8094 2.7766
H -0.5338 -0.1253 4.9360
H 6.2189 0.5277 1.2637
H 0.6970 -2.9715 3.6428
H -0.2261 4.3277 1.9038
H 0.0853 3.1241 6.1982
H -0.0473 -3.0683 -2.7243
H 2.1537 5.2024 -5.4058
H 0.5682 -4.1670 0.8365
H -1.3741 -3.6558 4.0577
H -5.0403 -6.6858 -4.3836
H 2.0339 0.5841 -3.4244
H 4.5624 -0.6495 -2.4600
H -6.6531 -6.2115 -2.4452
H -0.2798 5.4100 -5.7881
H 6.9515 0.5574 -2.2640
H 4.0220 0.5591 2.2628
H -0.0946 5.5376 4.0306
H 3.0041 3.7772 -3.5701
H 2.4089 -2.4748 1.1712
H -2.6517 -0.2052 4.1451
H -2.3422 4.2550 -0.6749
H -1.8631 4.1913 -4.3549
H -7.1579 0.6589 -0.8166
H -2.8439 -2.8425 4.5909
H -4.6062 -2.2447 -3.4757
H 2.6665 2.3993 2.1516
H 1.4825 -3.0630 -0.6671
H -5.6711 -3.0932 -5.2713
H -7.8323 -5.5919 -3.6049
H -3.7514 3.7072 5.3083
H -0.4196 1.4970 6.6466
H -4.6885 3.7337 0.8318
H 1.2477 2.0053 6.9029
H -2.5579 0.1972 -3.3962
H -3.8436 -0.8869 3.0326
H 0.7645 -4.5798 -2.3385
H -4.6700 -0.0750 -4.6471
H 3.2718 -4.4763 -1.5710
H -1.2676 -2.1619 4.9875
H -0.8254 -4.2263 1.8795
H 3.9560 -2.9306 -1.0556
H 3.6978 -3.2602 -2.7725
H -5.2268 -0.9091 -0.8125
H -2.5091 -5.8434 -0.7351
H -7.2625 -3.8503 -5.2087
H -3.7480 4.1830 -2.3147
H -2.5566 0.1698 2.4395
H -6.2417 -6.0573 -5.5183
H 0.6758 -5.0167 2.3872
H 1.3645 -3.5784 -3.6571
H -0.4245 -0.0838 -3.4850
H -3.9047 2.5051 3.1721
H -3.0374 -0.1553 0.0326
H -6.3304 1.7529 -4.6905
H 2.8075 -3.5551 2.5107
H 2.7167 -0.6651 -5.4074
H -4.5990 -5.3901 -5.4956
H 0.3458 0.0816 -5.0818
H 2.0822 3.1980 4.3933
H 2.3806 -2.2002 -4.6267
H -6.8765 2.9701 0.0170
H -2.3686 -2.4564 2.1442
H -6.7660 -2.7522 -3.9186
H -1.8562 5.2363 5.7416
H -7.3150 -4.5901 -2.2371
H 7.6596 0.4306 -0.6565
H -4.4210 -6.3526 -2.2097
H -5.8674 3.8768 -3.5063
H -0.6469 3.8960 -0.3136
*
```

- LUMO (alpha / beta) (eV) = 0.17 / 0.16
- HOMO energy (alpha / beta) (eV) = -5.314 / -4.696
- largest force on an atom (hartree/bohr) = 0.0144
- Kohn-Sham gap (alpha / beta) (eV) = 5.5 / 4.9

---

# 3
ORCA calculation (ωB97M-V with the def2-TZVPD basis set) on a 2-piece molecular cluster, C4H4ClNO2 overall in a non-equilibrium geometry.

Geometry as ORCA input:
```
! RIJCOSX wB97M-V def2-TZVPD def2/J DEFGRID3
* xyz 0 1
Cl 2.4387 -0.8256 -0.3519
O -0.8686 1.2824 0.0703
O 0.1042 -2.0168 0.9649
N -2.6765 -1.1450 -0.7153
C 0.6017 1.0755 0.2030
C -0.1042 -1.1968 0.1056
C 0.8320 -0.2227 -0.6434
C -1.4878 -1.1943 -0.3970
H 0.9630 0.8490 1.1549
H 0.4957 -0.0714 -1.7030
H -1.4817 1.4390 1.3191
H 1.1835 2.0267 -0.0072
*
```

- LUMO (eV) = -0.68
- HOMO energy (eV) = -10.880
- largest force on an atom (hartree/bohr) = 0.1677
- energy above the lowest of the compared OMol25 structures with the same formula, charge and spin (kJ/mol) = 406.9
- Kohn-Sham gap (eV) = 10.2

---

# 4
ORCA calculation (ωB97M-V with the def2-TZVPD basis set) on one molecule with the formula C4H8O2.

Geometry as ORCA input:
```
! RIJCOSX wB97M-V def2-TZVPD def2/J DEFGRID3
* xyz 0 1
O 1.7192 -0.7883 0.4867
O -1.4838 -1.1127 -0.1948
C 0.7625 -0.3559 1.4392
C -0.2249 0.6312 0.8100
C -0.5677 0.3880 -1.7864
C -0.8589 -0.0859 -0.3764
H -0.1077 1.3788 -1.8218
H 0.2992 1.5397 0.5005
H 0.2042 -1.2089 1.8456
H 0.1343 -0.3303 -2.2321
H 1.3202 0.1132 2.2543
H -1.4824 0.3681 -2.3912
H -0.9947 0.9018 1.5434
H 1.2806 -1.4387 -0.0771
*
```

- LUMO (eV) = 0.93
- HOMO energy (eV) = -9.843
- largest force on an atom (hartree/bohr) = 0.0091
- SMILES = CC(=O)CCO
- energy above the lowest of the compared OMol25 structures with the same formula, charge and spin (kJ/mol) = 92.6
- Kohn-Sham gap (eV) = 10.8

---

# 5
ORCA calculation (ωB97M-V with the def2-TZVPD basis set) on a 2-piece molecular cluster, C6H9FO2 overall in a non-equilibrium geometry.

Geometry as ORCA input:
```
! RIJCOSX wB97M-V def2-TZVPD def2/J DEFGRID3
* xyz 0 1
F -0.3930 -0.3474 -1.4613
O 2.8411 -1.4126 0.3606
O 2.5780 1.9657 1.2615
C -1.4823 1.9645 -0.4338
C 2.3930 -0.1441 -0.0195
C -1.5883 0.5304 0.2606
C 2.5447 0.9534 0.6801
C -1.0626 -1.8913 0.3011
C -1.0302 -0.5198 -0.2536
H -1.6933 -2.5035 -0.3172
H -1.6625 -2.0577 1.2786
H -2.2282 0.4335 1.0807
H 1.9328 -0.0358 -1.0064
H -0.1154 -2.3869 0.3401
H -1.2556 2.6818 0.3474
H -2.4597 2.4066 -0.8840
H -0.7238 1.9402 -1.2393
H 3.4052 -1.5767 -0.2954
*
```

- LUMO (eV) = 0.41
- HOMO energy (eV) = -8.838
- largest force on an atom (hartree/bohr) = 0.1121
- SMILES = C/C=C(/C)F.O=C=CO
- energy above the lowest of the compared OMol25 structures with the same formula, charge and spin (kJ/mol) = 280.7
- Kohn-Sham gap (eV) = 9.2

---

# 6
ORCA calculation (ωB97M-V with the def2-TZVPD basis set) on a 2-piece molecular cluster, C3H10N2 overall in a non-equilibrium geometry.

Geometry as ORCA input:
```
! RIJCOSX wB97M-V def2-TZVPD def2/J DEFGRID3
* xyz 0 1
N -2.9246 -0.2106 1.9004
N 1.6609 0.3163 -1.3622
C -2.1158 0.3823 0.8554
C 1.4323 0.7542 -0.1888
C 2.4959 -0.9801 -1.5912
H -4.0206 -0.3107 1.7874
H -2.3380 -0.2558 -0.0383
H -0.9839 0.3916 0.9835
H 2.6293 -1.1594 -2.7216
H -2.4315 1.4018 0.5145
H 3.3312 -0.9963 -0.9608
H -2.7274 -1.0027 2.5557
H 1.6080 0.1389 0.8447
H 1.6938 -1.7205 -1.1919
H 1.2102 1.8338 0.0071
*
```

- LUMO (eV) = 1.08
- HOMO energy (eV) = -8.476
- largest force on an atom (hartree/bohr) = 0.1081
- SMILES = C=NC.CN
- energy above the lowest of the compared OMol25 structures with the same formula, charge and spin (kJ/mol) = 300.1
- Kohn-Sham gap (eV) = 9.6

---

# 7
ORCA calculation (ωB97M-V with the def2-TZVPD basis set) on a 2-piece molecular cluster, C4H9NO overall in a non-equilibrium geometry.

Geometry as ORCA input:
```
! RIJCOSX wB97M-V def2-TZVPD def2/J DEFGRID3
* xyz -1 2
O -1.3061 1.7193 3.3743
N -0.4466 0.5065 0.5455
C -0.2575 1.7619 0.3043
C 0.6541 -1.3744 -0.5469
C -0.2818 -0.3620 -0.6713
C 0.9050 -2.0833 -1.8455
H 1.8072 -1.9987 -2.2648
H -0.2932 2.5072 1.1573
H 0.1300 -1.9058 -2.5388
H -0.9707 0.0456 -1.4520
H 0.1976 1.9389 -0.6595
H 1.2204 -1.6850 0.2506
H -0.8957 1.4334 2.5558
H 0.8571 -3.2424 -1.6678
H -1.3197 2.7386 3.4588
*
```

- LUMO (alpha / beta) (eV) = 4.28 / 4.22
- HOMO energy (alpha / beta) (eV) = 0.460 / -3.399
- largest force on an atom (hartree/bohr) = 0.1126
- energy above the lowest of the compared OMol25 structures with the same formula, charge and spin (kJ/mol) = 186.0
- Kohn-Sham gap (alpha / beta) (eV) = 3.8 / 7.6

---

# 8
ORCA calculation (ωB97M-V with the def2-TZVPD basis set) on C35H49BIrN6OS4 as an isolated structure in a non-equilibrium geometry.

Geometry as ORCA input:
```
! RIJCOSX wB97M-V def2-TZVPD def2/J DEFGRID3
* xyz 4 2
Ir 0.1032 0.0648 0.0230
S -1.7860 -0.8844 1.1075
S -2.0044 2.8085 -0.8957
S 1.8482 -0.2258 -1.4880
S 1.4066 1.4347 1.6646
O -1.0551 1.6363 -0.9685
N 2.4749 -1.9075 0.4729
N 1.2897 -1.9932 3.4891
N 0.5459 -3.9884 1.0208
N 0.0911 -2.7657 1.1067
N 3.2196 -2.8136 1.0626
N 1.2372 -1.0603 2.5721
C -2.1596 -3.5716 1.3467
C -0.2633 -5.0278 1.0497
C -1.6468 -4.8448 1.2657
C -3.6100 -3.2895 1.4759
C 4.2619 -1.3986 -1.0629
C 2.9180 -1.2408 -0.6157
C 1.2435 -0.3574 5.1987
C 4.4450 -3.0752 0.6578
C 5.1953 -4.2026 1.3265
C -3.5770 1.9187 -0.6357
C 1.2640 0.2558 2.8928
C 1.5187 -2.4001 7.2024
C 6.5676 -4.4798 0.7110
C 1.4581 -2.8508 5.7456
C -6.9140 -0.5749 0.2066
C -5.8212 0.3465 -0.1392
C 5.3617 -3.8637 2.8096
C 5.0286 -2.3157 -0.3789
C 1.3312 -1.7032 4.7751
C -3.8788 0.8577 -1.4872
C -0.7198 -7.4926 0.6448
C 1.0281 2.0778 4.5953
C 1.1980 0.6479 4.2595
C 0.2994 -3.8275 5.5211
C 2.7920 -3.5650 5.4285
C 4.7618 -0.5976 -2.2021
C 0.3328 -6.4009 0.8742
C -5.0207 0.1178 -1.2724
C 1.0569 -6.7273 2.1972
C -1.2336 -2.5049 1.2120
C -2.1630 3.3872 -2.6095
C 4.3614 -5.4813 1.1507
C 1.2927 -6.3659 -0.3189
C -4.3846 2.2070 0.4613
C -5.5039 1.4353 0.6998
B 1.0661 -1.5415 1.0702
H 0.0998 2.4573 4.1670
H 1.0075 2.2424 5.6682
H 5.7602 -0.9000 -2.5040
H -0.6485 -3.3760 5.8050
H 1.8358 2.6690 4.1615
H 0.3506 -6.8028 3.0212
H 0.2449 -4.1187 4.4744
H -1.1819 3.7204 -2.9388
H 2.3533 -1.7278 7.3830
H 7.2531 -3.6538 0.8915
H 1.5710 -7.6798 2.1059
H -2.8518 4.2274 -2.6028
H 1.9079 -7.2590 -0.3289
H -6.1356 1.6543 1.5465
H -2.5270 2.6058 -3.2696
H 0.5885 -1.9221 7.5064
H 4.3340 -5.7912 0.1100
H 5.8011 -4.7115 3.3264
H 0.7470 -6.3264 -1.2602
H 3.3481 -5.2830 1.4915
H 1.7769 -5.9459 2.4316
H 1.1861 -0.1186 6.2495
H 4.7895 -6.2874 1.7372
H -2.3028 -5.6981 1.3362
H -3.9480 -2.6917 0.6284
H -1.3379 -7.2592 -0.2210
H 2.7550 -3.9385 4.4085
H 1.6500 -3.2599 7.8553
H -3.2473 0.6381 -2.3343
H -7.8745 -0.0586 0.0871
H 4.3942 -3.6345 3.2476
H -1.3421 -7.6411 1.5248
H -6.8948 -0.8519 1.2623
H 4.7935 0.4616 -1.9376
H -4.1905 -4.2073 1.5157
H 2.9275 -4.3987 6.1109
H 6.0639 -2.4609 -0.6381
H -5.2963 -0.6501 -1.9815
H -4.1583 3.0358 1.1151
H -0.2293 -8.4421 0.4412
H -6.9236 -1.4582 -0.4266
H 0.4456 -4.7163 6.1279
H 7.0145 -5.3575 1.1755
H 6.4871 -4.6927 -0.3529
H 6.0126 -3.0054 2.9585
H 4.0941 -0.6830 -3.0599
H -3.8056 -2.7103 2.3783
H 3.6319 -2.8854 5.5482
H 1.9277 -5.4825 -0.2695
*
```

- LUMO (alpha / beta) (eV) = -14.28 / -14.67
- HOMO energy (alpha / beta) (eV) = -19.079 / -19.122
- largest force on an atom (hartree/bohr) = 0.0642
- Kohn-Sham gap (alpha / beta) (eV) = 4.8 / 4.5